{
  "formula": "C39H43N4O3PSSiTi",
  "method": "ωB97M-V/def2-TZVPD",
  "species": ["C", "C", "H", "H", "C", "C", "C", "O", "C", "H", "H", "C", "C", "H", "H", "C", "H", "H", "H", "H", "C", "H", "C", "C", "O", "C", "H", "Ti", "C", "N", "N", "H", "H", "H", "C", "C", "H", "C", "C", "O", "C", "H", "H", "H", "H", "H", "C", "H", "N", "H", "C", "C", "C", "Si", "H", "H", "H", "H", "C", "C", "C", "H", "C", "C", "H", "C", "H", "C", "C", "H", "C", "N", "H", "C", "H", "H", "H", "P", "H", "C", "S", "H", "C", "C", "H", "H", "C", "C", "H", "C", "H", "H", "H"],
  "coordinates": [[-0.9222, -0.1940, 5.1291], [-3.9537, -5.5120, -1.4277], [2.0235, 3.5872, -2.2144], [-1.0402, -2.4077, 1.9359], [1.3754, -0.6322, -2.6951], [-1.7914, -4.5110, -1.7552], [-1.5121, -2.0271, -1.6893], [-0.1277, 1.6518, -2.0061], [-0.9745, -1.4825, 5.6491], [0.1895, 6.2552, 0.0914], [5.6954, 3.1655, 2.6949], [4.3688, -1.9732, 3.2337], [3.8788, -3.7415, 1.1774], [1.2866, 5.0331, 0.7479], [2.8498, -1.3990, -4.0429], [4.9267, -3.9664, 2.0465], [1.0828, 6.5850, 1.5763], [-1.8301, -0.9087, 2.4647], [2.5279, 0.5540, 5.4406], [4.2128, 1.5191, 1.6254], [-3.1921, 4.1484, 0.7357], [-0.0694, -3.4273, 5.6510], [3.0497, -2.6203, 1.3185], [-3.3913, 2.0634, -0.3867], [-2.0913, -0.8639, -1.4299], [0.0548, 0.1433, 4.2076], [4.5613, -1.2731, 4.0384], [-0.7169, 0.3040, -0.6706], [-3.7185, -3.1219, -1.3688], [2.0413, -2.4138, 0.3924], [0.3233, -0.8779, -1.9458], [-2.7907, 6.2028, 3.1816], [-2.3917, 7.0310, 1.6701], [-0.7298, -4.5976, -1.9401], [-4.5160, -4.2533, -1.2811], [4.1716, 1.6630, 2.6996], [5.5489, -4.8423, 1.9099], [-1.3461, 2.6618, 0.6031], [-3.9720, 3.2443, -0.0005], [-0.6565, -0.7468, 0.7940], [5.1863, -3.0795, 3.0867], [-0.9596, 3.7745, 4.1334], [-5.5774, -4.1500, -1.0968], [0.4798, 3.7935, -3.0417], [0.2671, 5.0376, 4.2679], [1.2659, -1.8083, 0.6229], [-0.1664, 4.2964, 3.5931], [1.6995, -2.8115, 4.0515], [-0.2551, -2.1434, -1.9846], [1.4098, -2.4322, -3.8521], [0.9972, 1.7797, -2.6171], [-0.0356, -2.4214, 5.2517], [-1.5403, -1.4986, 1.5931], [-0.8313, 5.1196, 2.0495], [6.0087, -3.2492, 3.7680], [-1.7457, -1.7508, 6.3599], [1.7525, -3.2191, -0.1395], [-4.9988, 3.4611, -0.2551], [1.3765, 3.1795, -2.9946], [-1.8695, 3.8955, 1.0500], [3.2759, 0.9100, 3.4606], [1.9128, 3.2220, -3.9411], [1.8026, 0.6930, -2.9050], [1.0169, -0.7910, 3.8151], [-1.3972, 7.2737, 3.1005], [0.9614, -2.0756, 4.3465], [-4.1433, -2.1344, -1.2529], [-2.3533, -3.2446, -1.6062], [4.0407, 2.0715, 5.4349], [-4.5729, -6.3967, -1.3554], [5.0032, 2.5935, 3.2998], [-2.1231, 1.7800, -0.0612], [3.6901, -4.4347, 0.3651], [0.5643, 5.8048, 1.0130], [2.7171, 0.8505, -3.4575], [-1.6544, 0.5445, 5.4317], [-2.4320, -1.7687, 1.0190], [2.2151, -0.2634, 2.5438], [-3.6516, 5.0773, 1.0532], [-1.9681, 6.5285, 2.5423], [0.2781, 2.1138, 0.8672], [2.6004, -2.3520, -2.5650], [3.3013, -1.7203, 2.3722], [4.9362, 2.8035, 4.6717], [0.0685, 1.1383, 3.7745], [-2.1486, -6.6191, -1.7793], [-2.5904, -5.6376, -1.6652], [3.2182, 1.1265, 4.8338], [5.5776, 3.5388, 5.1405], [2.1047, -1.7676, -3.3432], [-3.9154, 1.2992, -0.9472], [3.9807, 2.2298, 6.5043], [0.6089, 3.5695, 3.3464]],
  "atomic_forces_ev_per_a": [[0.0, 0.0, 0.0], [0.0, 0.0, 0.0], [0.0, 0.0, 0.0], [0.0, 0.0, 0.0], [0.1, -0.1, 0.0], [0.0, 0.0, 0.0], [-0.1, -0.2, 0.1], [0.2, 0.0, 0.0], [0.0, 0.0, 0.0], [0.0, 0.0, 0.0], [0.0, 0.0, 0.0], [0.0, 0.0, 0.0], [0.0, 0.0, 0.0], [0.0, 0.0, 0.0], [0.0, 0.0, 0.0], [0.0, 0.0, 0.0], [0.0, 0.0, 0.0], [0.0, 0.0, 0.0], [0.0, 0.0, 0.0], [0.0, 0.0, 0.0], [-0.1, 0.0, -0.1], [0.0, 0.0, 0.0], [0.0, 0.0, 0.0], [-0.1, 0.1, 0.2], [0.2, 0.1, 0.1], [0.0, 0.0, 0.0], [0.0, 0.0, 0.0], [0.0, 0.2, 0.5], [0.0, 0.0, 0.0], [-0.1, -0.1, -0.1], [-0.2, 0.0, 0.0], [0.0, 0.0, 0.0], [0.0, 0.0, 0.0], [0.0, 0.0, 0.0], [0.0, 0.0, 0.0], [0.0, 0.0, 0.0], [0.0, 0.0, 0.0], [0.1, -0.1, 0.2], [0.1, -0.1, 0.0], [0.1, 0.0, -0.3], [0.0, 0.0, -0.1], [0.0, 0.0, 0.0], [0.0, 0.0, 0.0], [0.0, 0.0, 0.0], [0.0, 0.0, 0.0], [0.0, 0.1, 0.1], [0.0, 0.0, 0.0], [0.0, 0.0, 0.0], [0.0, 0.1, 0.0], [0.0, 0.0, 0.0], [-0.2, -0.1, 0.1], [0.0, 0.0, 0.0], [0.1, -0.1, -0.1], [0.0, -0.1, 0.1], [0.0, 0.0, 0.0], [0.0, 0.0, 0.0], [0.0, 0.0, 0.0], [0.0, 0.0, 0.0], [0.0, 0.0, -0.1], [-0.1, 0.1, 0.1], [0.0, 0.0, 0.0], [0.0, 0.0, 0.0], [0.1, 0.1, -0.1], [0.0, 0.0, 0.0], [0.0, 0.0, 0.0], [0.0, 0.0, 0.0], [0.0, 0.0, 0.0], [-0.1, 0.0, -0.1], [0.0, 0.0, 0.0], [0.0, 0.0, 0.0], [0.0, 0.0, 0.0], [0.1, -0.1, -0.4], [0.0, 0.0, 0.0], [0.0, 0.1, 0.0], [0.0, 0.0, 0.0], [0.0, 0.0, 0.0], [0.0, 0.0, 0.0], [0.1, 0.1, -0.3], [0.0, 0.0, 0.0], [0.0, 0.0, 0.0], [-0.3, 0.0, -0.1], [0.0, 0.0, 0.0], [0.0, -0.1, 0.0], [0.0, 0.0, 0.0], [0.0, 0.0, 0.0], [0.0, 0.0, 0.0], [0.0, 0.0, 0.0], [0.0, 0.0, 0.0], [0.0, 0.0, 0.0], [0.0, 0.0, 0.0], [0.0, 0.0, 0.0], [0.0, 0.0, 0.0], [0.0, 0.0, 0.0]],
  "homo_energy_ha": -0.2736,
  "max_force_ev_per_a": 0.51,
  "e_above_lowest_kcal_mol": 13.1,
  "total_charge": 0,
  "orbital_gap_ha": 0.2618
}